Formula: C26H35N7O9PtS2
Source: the Open Molecules 2025 dataset
Level of theory: ωB97M-V with the def2-TZVPD basis set

The energy comes out at -81302.7364 eV. The largest force on an atom comes out at 3.7 eV/A. The HOMO energy comes out at -5.6 eV. Its LUMO energy is -1.081 eV. The orbital gap is 0.165 Ha.

XYZ file:
```
80
Properties=species:S:1:pos:R:3:mulliken_charge:R:1
Pt -0.283 -1.223 -1.767 2.96
C 1.706 -4.779 4.504 -1.65
C 1.143 -4.486 3.145 0.80
C 1.908 -3.845 2.177 -0.64
C 1.401 -3.621 0.908 -0.55
C 0.118 -4.031 0.616 0.50
C -0.669 -4.651 1.565 -0.80
C -0.156 -4.876 2.829 -0.61
S -0.546 -3.864 -1.025 1.21
O 0.520 -3.197 -1.827 -0.88
O -0.853 -5.192 -1.479 -0.74
O -1.726 -2.983 -0.952 -0.85
H 2.602 -4.194 4.693 0.36
H 1.965 -5.835 4.582 0.40
H 0.974 -4.565 5.278 0.37
H 2.915 -3.536 2.416 0.34
H 1.987 -3.134 0.144 0.51
H -1.664 -4.960 1.279 0.48
H -0.760 -5.370 3.576 0.38
C -0.465 -1.224 3.264 -1.02
N 0.127 -0.059 2.644 -0.17
C 0.507 -0.085 1.332 -0.10
N 1.278 0.954 0.931 -0.25
O 0.185 -1.013 0.596 -0.30
H 0.291 -1.927 3.621 0.36
H -1.073 -1.734 2.520 0.27
H -1.088 -0.907 4.099 0.36
H 0.639 0.555 3.259 0.25
H 1.230 1.822 1.444 0.15
H 1.308 1.088 -0.071 -0.24
C -2.276 -1.738 -3.814 -1.27
C -0.801 -1.598 -3.663 0.55
O 0.054 -1.759 -4.467 -0.61
H -2.513 -2.200 -4.772 0.41
H -2.735 -0.750 -3.761 0.16
H -2.659 -2.342 -2.990 0.23
N 3.924 -1.031 -2.896 -0.01
C 2.621 -1.382 -2.792 -1.01
N 1.872 -0.392 -2.372 0.05
C 2.706 0.688 -2.206 0.57
C 2.457 2.010 -1.838 -0.13
C 3.542 2.864 -1.760 -1.08
C 4.840 2.444 -2.040 -0.54
C 5.106 1.145 -2.436 -1.03
C 4.024 0.286 -2.524 0.08
H 4.673 -1.618 -3.226 0.24
H 2.247 -2.358 -3.038 0.68
H 1.456 2.372 -1.659 0.59
H 3.385 3.895 -1.485 0.46
H 5.654 3.149 -1.973 0.38
H 6.104 0.817 -2.678 0.41
C 0.415 4.558 2.646 -1.16
C -0.926 3.856 2.636 -0.32
S -1.492 3.786 0.891 1.21
O -0.598 2.858 0.241 -0.50
O -1.582 5.117 0.382 -0.71
C -3.165 3.062 1.052 -0.80
C -3.784 2.717 -0.300 -1.11
N -2.890 1.972 -1.143 0.15
C -2.369 0.736 -0.867 1.10
N -1.363 0.480 -1.693 0.30
C -1.201 1.539 -2.526 -0.55
C -2.155 2.501 -2.207 -0.79
N -2.424 3.660 -2.878 1.10
O -1.643 3.964 -3.808 -0.62
O -3.438 4.341 -2.561 -0.70
C -2.965 -0.205 0.114 -1.65
H 0.912 4.458 3.608 0.37
H 0.277 5.611 2.421 0.36
H 1.047 4.131 1.871 0.25
H -1.670 4.390 3.216 0.52
H -0.860 2.824 2.969 0.13
H -3.757 3.825 1.547 0.68
H -3.044 2.189 1.688 0.41
H -4.020 3.637 -0.855 0.46
H -4.703 2.140 -0.136 0.35
H -0.458 1.572 -3.295 0.78
H -4.051 -0.119 0.096 0.59
H -2.614 -0.011 1.127 0.12
H -2.684 -1.223 -0.147 0.03
```